DFT (ωB97M-V with the def2-TZVPD basis set) results for a structure of composition C19H33N2OPSiW.

Output
- Net charge: +2
- HOMO level (alpha / beta): -0.460 / -0.461 Ha
- HOMO-LUMO gap (alpha / beta): 3.4856 / 3.5013 eV
- LUMO energy (alpha / beta): -9.040 / -9.042 eV
- Energy: -44237.13937 eV

Cartesian coordinates (Å):
W: -0.70497 0.03433 -0.47142
P: 0.53826 1.37172 -2.02897
Si: -0.05763 -1.99759 -1.60270
O: 3.25681 -0.45070 -0.23466
N: -2.35881 0.26260 -0.79240
N: -0.03958 -0.29271 1.46165
C: -5.76919 1.32521 -0.38334
C: -0.73345 0.39738 2.45049
C: -0.17271 -1.27405 4.07680
C: 3.94701 0.22641 0.66528
C: 0.88539 3.12497 -1.59930
C: -4.39901 1.37601 -0.31534
C: 0.84291 -1.24676 1.87722
C: 5.37574 0.21368 0.37638
C: -0.66239 1.51043 -3.43239
C: 1.70043 -2.75977 -1.66249
C: -4.30288 -0.64364 -1.79559
C: -5.67672 -0.64979 -1.83207
C: -0.38021 -1.97818 5.39704
C: -6.40059 0.32759 -1.13276
C: 3.35394 0.99441 1.85727
C: 2.07592 0.87932 -2.91977
C: 0.74964 -1.81281 3.15056
C: -3.69130 0.36410 -1.00760
C: -0.84535 -0.12675 3.70661
H: 4.13258 1.68767 2.27128
H: 2.87086 0.60290 -2.21978
H: 1.34787 -2.67083 3.41507
H: -0.02702 3.60997 -1.25294
H: 3.09632 0.66653 -0.10448
H: -0.40581 -2.00879 -3.07418
H: 1.56106 -1.61759 1.16066
H: 0.55930 -2.03931 5.97629
H: 1.63779 -3.67790 -2.25597
H: -0.23441 2.18677 -4.20163
H: -0.83906 0.51978 -3.89171
H: 5.77189 1.24261 0.30946
H: -1.12704 -1.43826 6.00952
H: -0.74310 -3.01587 5.26008
H: -6.15800 -1.42819 -2.43245
H: 1.88876 0.03392 -3.58723
H: 2.43160 -2.10379 -2.13864
H: -7.46686 0.31816 -1.19270
H: 1.26313 3.65977 -2.47102
H: 1.63785 3.16435 -0.81068
H: -1.23469 1.31992 2.14531
H: -3.76354 2.07238 0.26455
H: 2.05270 -3.02857 -0.66644
H: 2.97360 0.24942 2.59514
H: 2.44485 1.62427 1.61817
H: -1.53782 0.35459 4.43508
H: -6.32372 2.10732 0.16442
H: -0.81375 -3.13482 -0.96961
H: 5.54222 -0.36403 -0.56710
H: -3.60352 -1.37273 -2.26080
H: 5.73254 -0.34920 1.26761
H: -1.62247 1.92884 -3.07874
H: 2.42460 1.72526 -3.52504


DFT (ωB97M-V with the def2-TZVPD basis set) results for a structure of composition C19H33N5O2PS2Ti.

Output
- Net charge: 0
- HOMO level (alpha / beta): -0.193 / -0.294 Ha
- HOMO-LUMO gap (alpha / beta): 5.6344 / 8.3098 eV
- LUMO energy (alpha / beta): 0.390 / 0.320 eV
- Expectation value of S²: 3.78
- Multiplicity: 4
- Energy: -85863.31293 eV
- Energy above the lowest of the compared OMol25 structures with the same formula, charge and spin: 0.00 kJ/mol

Cartesian coordinates (Å):
Ti: 0.13781 0.10480 0.85862
S: 2.30641 -1.28557 -1.28376
S: -0.34993 0.81645 -1.46683
P: 0.99892 -0.31754 -2.39145
O: 0.12709 -1.32397 -3.28733
O: 1.80878 0.54719 -3.47671
N: 0.06018 1.95567 1.83499
N: 2.32767 0.64970 1.23431
N: -0.72862 -1.76879 0.66241
N: 0.58171 -1.00273 2.81965
N: -1.89789 0.38820 1.38646
C: 1.98420 1.74937 -5.52736
C: 2.84749 -0.09997 2.38980
C: -1.34524 3.82959 2.70234
C: -2.81688 -3.13180 0.59082
C: 0.26847 -2.22558 -5.50567
C: -1.17152 2.45871 2.12886
C: 2.39311 2.11910 1.26697
C: -2.08186 -1.83560 0.73403
C: -4.13436 -0.39306 1.22284
C: 1.77948 -0.40910 3.43049
C: -4.54314 0.84939 1.68567
C: 0.51993 -2.47744 2.62406
C: -3.65128 1.86244 2.01235
C: 0.13916 -2.80992 1.16209
C: 1.08345 1.42622 -4.35978
C: 1.26394 2.70920 2.10827
C: 0.79787 -2.31228 -4.09329
C: -2.26895 1.60694 1.84959
C: -2.74594 -0.62452 1.07138
H: 2.21059 -1.04877 4.20776
H: -4.01417 2.81397 2.37134
H: 2.80106 0.31746 0.39890
H: 1.16818 3.77002 1.85368
H: 1.53766 2.67872 3.17572
H: 3.67053 0.43628 2.87488
H: -2.33479 -3.76628 -0.15508
H: -1.12802 4.60964 1.96411
H: -3.84500 -2.96753 0.27166
H: 1.87694 -2.15573 -4.06381
H: 3.25520 -1.03588 1.99994
H: -0.22595 -0.71635 3.35850
H: -0.29527 -3.81303 1.10226
H: -2.36181 3.98625 3.05565
H: 1.49437 2.46748 -6.18703
H: -0.67072 3.99295 3.54710
H: -0.81517 -2.34487 -5.51604
H: 0.58884 -3.28537 -3.64818
H: 2.21664 0.85165 -6.10160
H: -0.23351 -2.87994 3.30346
H: -4.86130 -1.15723 0.98988
H: 2.26730 2.43957 0.23234
H: -2.85533 -3.69452 1.53101
H: 1.04555 -2.82352 0.55546
H: 1.47836 -2.92699 2.89494
H: 0.80850 2.32253 -3.80212
H: -5.60457 1.03490 1.80507
H: 3.36675 2.47253 1.62481
H: 1.46089 0.51759 3.90864
H: 0.51348 -1.26056 -5.95233
H: 0.16267 0.93857 -4.68741
H: 2.92095 2.18284 -5.17678
H: 0.71109 -3.01146 -6.12057


DFT (ωB97M-V with the def2-TZVPD basis set) results for a cluster of 2 separate species, C19H33N5O4 in total.

Output
- Net charge: 0
- HOMO level: -0.328 Ha
- HOMO-LUMO gap: 9.2032 eV
- SMILES: CNC(=O)[C@H](CC(C)C)NC(C)=O.C1CN(Cc2nc(C3CC3)no2)CCO1
- LUMO energy: 0.279 eV
- Energy: -35877.57697 eV

Cartesian coordinates (Å):
O: -4.11421 3.45112 1.02984
O: 3.21904 -2.98274 0.54180
O: 3.30550 0.32907 -4.35518
O: -1.22475 -0.00762 3.16419
N: 2.85578 -0.43140 -1.64990
N: 2.37277 -4.01227 1.00986
N: -1.96478 3.06192 1.58878
N: 0.34245 1.38404 2.50083
N: 1.15709 -2.16429 0.60399
C: -2.00503 1.59427 1.56501
C: 1.17996 -3.48000 1.01755
C: -3.40113 -0.94534 0.37931
C: -1.93271 1.11381 0.09852
C: 2.40440 -1.91466 0.31533
C: -3.00524 3.85828 1.34434
C: 2.07930 0.70786 -3.70824
C: -0.04064 -4.24687 1.45227
C: 4.03447 -0.94437 -2.38870
C: -0.92043 0.93588 2.44851
C: 2.28428 0.82193 -2.19187
C: 1.00329 2.44266 1.73350
C: -1.36878 -4.02538 0.73215
C: 3.77162 -0.95420 -3.90258
C: 2.88788 -0.56726 -0.16923
C: -2.75027 5.34216 1.46566
C: -2.05017 -0.40847 -0.09780
C: -1.18120 -3.50996 2.15389
C: -1.89228 -0.73411 -1.58482
H: -2.96859 1.28703 1.97562
H: -3.66033 5.87704 1.19682
H: -1.70646 -4.03231 2.95915
H: -2.65581 -0.21636 -2.16510
H: -2.48058 5.57725 2.49317
H: 3.90378 -0.39748 0.20006
H: -1.37982 -3.30127 -0.08541
H: -2.73666 1.59025 -0.46412
H: -4.21101 -0.38441 -0.08720
H: 2.24080 0.18804 0.28478
H: -1.25473 -0.90632 0.44862
H: -0.99026 1.44185 -0.33624
H: 4.90464 -0.31222 -2.18282
H: 2.95701 1.66004 -1.98136
H: -0.90283 -0.42784 -1.92323
H: 4.69322 -1.21549 -4.43092
H: -2.01799 -4.89455 0.58839
H: -1.94736 5.62942 0.79006
H: 2.08293 2.28547 1.75946
H: 0.91401 0.86132 3.14801
H: -3.47435 -0.85400 1.46276
H: 1.30187 -0.03466 -3.91724
H: -3.49757 -1.99861 0.12071
H: 0.79134 3.41854 2.17265
H: 0.18004 -5.26337 1.78868
H: -1.99167 -1.80647 -1.74517
H: 4.27420 -1.96177 -2.06145
H: -1.10188 3.49690 1.86387
H: 1.73729 1.66801 -4.10570
H: 0.68135 2.42966 0.69217
H: 1.32021 1.03490 -1.71862
H: 3.02615 -1.72150 -4.13649
H: -1.07716 -2.43115 2.29907


DFT (ωB97M-V with the def2-TZVPD basis set) results for a structure of composition C19H33N5ORuS.

Output
- Net charge: +4
- HOMO level (alpha / beta): -0.804 / -0.804 Ha
- HOMO-LUMO gap (alpha / beta): 6.7856 / 6.7848 eV
- LUMO energy (alpha / beta): -15.080 / -15.080 eV
- Energy: -43111.98672 eV
- Energy above the lowest of the compared OMol25 structures with the same formula, charge and spin: 0.00 kJ/mol

Cartesian coordinates (Å):
Ru: 0.30797 -0.51383 0.14351
S: -1.41217 -0.54181 3.07189
O: -0.07497 -0.40280 2.24014
N: 2.17973 -1.37161 0.71290
N: 0.21891 -2.59585 -0.29475
N: 1.79677 1.07640 0.27000
N: -0.76612 1.32701 -0.03951
N: -1.64313 -0.96349 -0.47722
C: -3.87489 -0.25806 -0.95938
C: 2.89855 -0.52432 1.69473
C: -0.90798 -4.51381 -1.33980
C: -2.89493 2.53419 -0.41800
C: -3.22810 -2.52125 -1.36248
C: -1.63972 -3.24510 2.60862
C: 1.39006 -3.46113 -0.02372
C: 1.21895 2.34001 0.80378
C: -1.30917 0.56731 4.52458
C: -1.60198 -2.21255 3.71630
C: -4.21230 -1.54114 -1.36600
C: -0.02582 2.60136 0.02700
C: 2.10710 -2.79621 1.10603
C: -0.82845 -3.11859 -0.84071
C: -2.58118 -0.00205 -0.53524
C: -2.03534 1.33358 -0.27112
C: 3.10121 0.77610 0.97674
C: -2.67469 1.13418 4.86329
C: -1.96036 -2.19802 -0.91153
H: -2.54600 -2.15277 4.26629
H: 1.55166 -2.86562 2.04091
H: -2.49411 3.42353 0.05612
H: -2.55213 1.73778 5.76415
H: 3.34243 1.58345 1.66499
H: 3.89736 0.72155 0.23271
H: 2.25828 -0.41198 2.56837
H: -1.66504 -4.61177 -2.11465
H: 2.01940 1.25819 -0.71366
H: -4.60667 0.53735 -0.99879
H: -0.78840 -2.36468 4.42961
H: -0.75574 -3.17675 1.97591
H: -3.88967 2.34741 -0.01388
H: -3.44896 -3.52133 -1.71004
H: -1.18563 -5.19030 -0.52114
H: 2.72923 -1.33316 -0.15307
H: 1.94387 3.14996 0.70631
H: 3.11423 -3.18804 1.26001
H: 3.83610 -0.99320 1.99909
H: -3.40338 0.35858 5.09599
H: 0.20048 2.91591 -0.99692
H: -1.65050 -4.23386 3.06723
H: -0.61126 3.38896 0.49479
H: 1.06739 -4.46533 0.24655
H: 0.04063 -4.85390 -1.75204
H: -2.54248 -3.14956 2.00330
H: 2.01874 -3.53192 -0.91654
H: -5.21575 -1.76636 -1.70702
H: -3.06257 1.77830 4.07637
H: -0.90112 -0.06837 5.31297
H: 1.00834 2.17728 1.86107
H: -0.56944 1.31613 4.24015
H: -3.01629 2.75296 -1.48671


DFT (ωB97M-V with the def2-TZVPD basis set) results for a cluster of 3 separate species, C19H33NO9S4 in total.

Output
- Net charge: 0
- HOMO level: -0.314 Ha
- HOMO-LUMO gap: 8.4425 eV
- SMILES: C[C@@H](COC(=O)CS[C@@H]1CNC(=O)C1)OC(=O)CS.O=S1(=O)CCCC1.O=S1(=O)CCCC1
- LUMO energy: -0.108 eV
- Energy: -83485.62110 eV

Cartesian coordinates (Å):
S: 4.68791 3.74554 0.04724
S: -4.09690 1.53244 2.14422
S: 1.05568 -4.00827 -1.91662
S: 2.97666 -0.51238 -2.61670
O: 0.69649 -4.43579 -3.25241
O: -0.81413 -0.26140 1.10046
O: 1.49124 1.93824 1.12385
O: 2.19186 -1.67871 -2.96296
O: 1.77039 4.14168 2.21412
O: -1.54670 1.68420 -0.24783
O: -6.97756 4.56406 4.02105
O: 3.72593 -0.42113 -1.37948
O: 1.28505 -2.61665 -1.58309
N: -7.03870 3.87741 1.54989
C: 0.44460 -6.04519 -0.39795
C: -3.43299 0.23818 0.95465
C: 3.98197 2.98020 1.61318
C: 3.25063 0.77754 -4.87277
C: -6.92776 1.97892 3.18388
C: 1.94667 0.93720 -2.78844
C: 1.96366 1.05288 3.55277
C: 4.06710 -0.14162 -3.97651
C: -5.95303 1.69470 1.88584
C: -6.50197 2.71683 0.68769
C: 2.44705 -4.98251 -1.36290
C: -0.12811 -4.68556 -0.76965
C: -6.97478 3.64078 3.05132
C: -1.87333 0.63141 0.54568
C: 1.38517 0.79403 2.04141
C: 2.54555 1.75382 -3.93236
C: 2.31176 3.02817 1.67395
C: 1.94170 -5.82128 -0.19023
C: -0.25203 0.50590 2.22737
H: 1.80825 -0.15249 1.49857
H: 2.77202 -5.61290 -2.19517
H: -0.49142 0.03155 3.28993
H: -1.11098 -4.74738 -1.23989
H: 1.94879 1.49754 -1.85008
H: 3.25937 -4.31670 -1.06069
H: -6.22694 0.63120 1.41773
H: 4.94145 0.37727 -3.57238
H: -0.73984 1.59369 2.26496
H: 4.37324 -1.06431 -4.47238
H: -7.94414 1.49549 2.82268
H: 1.32731 1.89531 4.08155
H: 3.27627 2.46758 -3.53295
H: 5.74121 4.57672 0.51768
H: -3.48004 -0.84517 1.45153
H: 3.88327 1.29748 -5.59807
H: 4.35192 3.62226 2.52989
H: -0.03350 -6.45129 0.49822
H: 2.50536 0.19575 -5.42823
H: 1.73416 0.05743 4.16998
H: -0.16743 -4.02356 0.10056
H: 4.35951 1.86048 1.77932
H: 3.12214 1.20857 3.62505
H: -6.68781 4.81593 1.24262
H: -7.46635 2.13921 0.31605
H: 0.28738 -6.75599 -1.21801
H: 2.48632 -6.76791 -0.11826
H: -6.53524 1.52233 4.19979
H: 2.10231 -5.27742 0.74858
H: -5.69302 3.01778 -0.10952
H: 0.93123 0.60569 -3.02220
H: 1.77394 2.33044 -4.45199
H: -4.05779 0.17174 -0.05354


DFT (ωB97M-V with the def2-TZVPD basis set) results for a structure of composition C19H34AsO9PRuS5.

Output
- Net charge: -1
- HOMO level (alpha / beta): -0.137 / -0.135 Ha
- HOMO-LUMO gap (alpha / beta): 6.3649 / 6.3216 eV
- LUMO energy (alpha / beta): 2.648 / 2.647 eV
- Expectation value of S²: 0.76
- Multiplicity: 2
- Energy: -165572.32841 eV
- Energy above the lowest of the compared OMol25 structures with the same formula, charge and spin: 190.46 kJ/mol

Cartesian coordinates (Å):
Ru: -0.34412 0.02851 -0.18316
As: -3.37987 2.30958 -1.10130
S: -2.85657 0.81281 0.30038
S: -0.88673 0.51915 -3.18215
S: 0.13725 2.15665 0.74963
S: 0.67015 -2.27709 -1.86482
S: -0.99333 -0.65544 2.01264
P: 1.72304 -0.37523 1.05565
O: -1.87539 -0.14871 -2.34925
O: 1.97483 -1.86719 1.60348
O: 1.39683 -3.52628 -1.79979
O: -0.55050 -2.21124 -1.04953
O: -1.48571 1.38935 -4.18141
O: 0.10430 1.15903 -2.31714
O: 3.01946 -0.02140 0.20350
O: 2.16631 0.43709 2.37600
O: 1.47591 -1.09584 -1.59569
C: 0.48111 -2.95593 -5.82112
C: -0.18150 -0.83766 -4.13587
C: -0.64679 2.05510 2.31819
C: 2.99282 0.08177 4.57579
C: 1.18295 -3.04722 1.43669
C: -1.83986 0.84469 4.15379
C: 0.58699 -3.09253 -4.44470
C: 4.57777 -1.88736 0.00682
C: 1.75175 0.24164 3.71837
C: -1.13231 0.90468 2.83523
C: 0.26390 -2.04578 -3.59762
C: -0.27690 -0.70601 -5.51327
C: -0.78108 3.36339 3.04021
C: 0.06241 -1.75484 -6.35674
C: -4.67371 3.41626 -0.14733
C: -4.43707 1.75768 -2.62139
C: -2.10581 3.64999 -1.65919
C: 1.00387 -3.69171 2.79386
C: 4.32507 -0.48279 0.53739
H: -0.64200 0.22962 -5.91064
H: -1.61443 3.36040 -2.57886
H: -5.10995 4.17194 -0.80167
H: 2.71807 0.03785 5.63069
H: 1.96971 -3.89160 3.25910
H: 5.00166 0.22990 0.06214
H: 5.64161 -2.02331 -0.19845
H: -0.32137 3.32748 4.03206
H: 0.42369 -3.04099 3.44823
H: 0.47035 -4.63592 2.68415
H: 3.66895 0.92355 4.43088
H: -4.15696 3.89506 0.68409
H: -1.24863 1.30379 4.95216
H: 1.16752 1.11629 4.01164
H: 3.52137 -0.83487 4.31508
H: 0.22642 -2.79702 0.98090
H: -1.83424 3.62475 3.17669
H: 4.02189 -2.03412 -0.91858
H: 0.74464 -3.78337 -6.46706
H: 4.25810 -2.65049 0.71318
H: -5.29609 1.22340 -2.21289
H: -1.37521 3.74964 -0.85744
H: -3.85620 1.11294 -3.26763
H: -0.01923 -1.63009 -7.42889
H: -2.79690 1.37130 4.10457
H: 4.46982 -0.41618 1.62057
H: -4.75989 2.64766 -3.16323
H: -2.68586 4.56511 -1.78997
H: 0.94649 -4.00943 -4.00194
H: -5.45343 2.76742 0.25117
H: -0.30661 4.16483 2.47725
H: -2.04773 -0.18566 4.43739
H: 1.71734 -3.69897 0.74142
H: 1.10764 -0.63803 3.78777


Q: Which value of energy does entry 5 give?
A: -83485.62110 eV


Q: Which formula does entry 4 have?
A: C19H33N5ORuS